Density functional theory data (wB97M-V/def2-TZVPD) for a 2-piece molecular cluster, C3H3F2O2 overall in a non-equilibrium geometry.

The geometry in XYZ format:
```
10
Properties=species:S:1:pos:R:3:forces:R:3
C 0.9015 -1.6280 0.8091 -1.788 0.445 1.508
C -0.5757 0.3291 -0.8640 1.348 -1.097 2.450
C 0.1902 0.9247 0.4014 -0.270 -1.656 -0.717
O 0.1138 -1.9505 1.5773 -1.912 -0.266 2.137
O 1.6866 -1.6596 0.0070 3.969 0.020 -3.705
F 0.5108 2.2448 0.0061 0.251 0.436 -0.381
F -0.8009 1.1623 1.3429 -1.027 0.253 0.899
H 0.2928 0.2498 -1.4999 -0.235 -0.410 -0.937
H -1.0181 -0.6987 -0.5791 0.629 1.644 -0.658
H -1.3010 1.0260 -1.2010 -0.967 0.632 -0.596
```
Positions in Å, forces in eV/Å.

Values from the calculation:
net charge	-1
E	-12689.2509	eV

Here is what Löwdin gives for the atomic charges, in e:
1. C -0.61
2. C -0.13
3. C -0.47
4. O 0.16
5. O 0.17
6. F -0.14
7. F -0.12
8. H 0.04
9. H 0.08
10. H 0.02